1.
Density functional theory data (ωB97M-V/def2-TZVPD) for a 13-piece molecular cluster, C31H94N20O13 overall at a distorted geometry.

Properties
Energy relative to the best compared isomer or geometry (same formula, charge and spin) = 126.0 kcal/mol
HOMO level = -0.2991 hartree
LUMO = 0.31 eV
HOMO-LUMO gap = 0.311 hartree

Last column: Mulliken charge in e.
Positions of all 158 atoms, in Å:
1 C -9.8754 1.9682 -2.5153  0.364
2 O -10.7876 2.7636 -2.2907  -0.907
3 N -9.1458 1.8748 -3.5939  -0.231
4 N -9.3391 1.1284 -1.6840  -0.198
5 H -8.3962 1.2009 -3.5307  0.025
6 H -9.2374 2.3890 -4.4584  0.234
7 H -8.8010 0.3527 -2.0428  0.326
8 H -9.7060 1.1340 -0.7430  0.061
9 C -13.3414 3.1668 6.4330  0.525
10 O -12.6519 2.7898 7.3765  -0.610
11 N -12.9952 3.0563 5.1546  0.321
12 N -14.5741 3.5640 6.5110  -0.524
13 H -12.1767 2.4941 4.9699  -0.631
14 H -13.7574 3.1595 4.4999  0.217
15 H -14.9178 3.6027 7.4599  0.277
16 H -14.9871 4.1943 5.8385  0.190
17 C -12.4046 4.8285 -0.1068  0.864
18 O -13.0647 5.3346 0.7478  -0.768
19 N -12.5384 3.5868 -0.5434  -0.186
20 N -11.4990 5.4458 -0.7377  -0.432
21 H -13.1566 2.9569 -0.0523  -0.119
22 H -11.8891 3.1820 -1.2027  0.408
23 H -11.2914 6.3877 -0.4377  0.239
24 H -11.1311 5.0282 -1.5805  0.172
25 C -10.2913 5.9021 6.8725  0.708
26 O -11.2566 6.4887 6.2927  -0.722
27 N -9.4913 6.3952 7.7717  -0.399
28 N -10.0821 4.5911 6.7877  0.161
29 H -9.6539 7.3635 8.0082  0.268
30 H -8.7742 5.7870 8.1404  0.156
31 H -9.3615 4.1440 7.3362  0.213
32 H -10.8670 4.1180 6.3632  -0.568
33 C -14.7628 1.9374 1.5982  0.548
34 O -13.6258 1.5128 1.2349  -0.566
35 N -15.7658 1.1988 1.9405  -0.419
36 N -15.0796 3.1970 1.5684  -0.280
37 H -15.6054 0.2023 1.9785  0.262
38 H -16.6541 1.5858 2.2256  0.142
39 H -14.5074 3.9824 1.2930  0.079
40 H -16.0423 3.3772 1.8148  0.145
41 C -9.2851 -0.3768 9.0083  0.674
42 O -8.2107 -0.0911 8.5756  -0.655
43 N -10.3032 0.3884 8.8597  -0.206
44 N -9.5211 -1.3991 9.8106  -0.465
45 H -10.0208 1.2479 8.4107  0.058
46 H -11.1851 0.2650 9.3363  0.165
47 H -10.5124 -1.5909 9.8346  0.176
48 H -8.7929 -2.0986 9.8352  0.276
49 C -12.8009 -1.5799 -0.4218  0.609
50 O -13.0075 -2.0247 0.6333  -0.520
51 N -12.9581 -0.3112 -0.6529  -0.341
52 N -12.1138 -2.1208 -1.3603  -0.227
53 H -13.4948 0.2043 0.0299  0.102
54 H -12.8925 0.1427 -1.5528  0.147
55 H -11.6812 -1.5340 -2.0593  0.249
56 H -11.9378 -3.0986 -1.1786  0.040
57 C -6.6023 -2.5428 -1.0048  -1.487
58 C -7.0638 -1.4126 -1.8782  0.707
59 C -6.1169 -1.2721 -3.0878  -1.075
60 O -6.4426 -0.0421 -3.8484  -0.263
61 C -5.6968 0.0964 -5.0361  -0.844
62 N -8.4465 -1.6733 -2.2414  -0.411
63 H -7.2556 -2.6843 -0.1438  0.189
64 H -5.6084 -2.3567 -0.5979  0.468
65 H -6.5204 -3.4827 -1.5507  0.376
66 H -7.1429 -0.4968 -1.2924  0.472
67 H -6.1462 -2.1205 -3.7715  0.432
68 H -5.0903 -1.2839 -2.7217  0.410
69 H -4.6761 0.4064 -4.8121  0.285
70 H -6.0865 0.8698 -5.6979  0.273
71 H -5.8242 -0.8219 -5.6095  0.353
72 H -9.1281 -1.5714 -1.5031  0.000
73 H -8.4698 -2.5789 -2.6879  0.303
74 C -10.5252 4.3724 3.1577  0.598
75 C -9.2592 5.1948 2.7532  0.138
76 C -8.1054 4.8579 3.6585  -0.796
77 O -7.4770 3.5838 3.5909  -0.246
78 C -6.5260 3.3648 4.6070  -0.208
79 N -8.9108 5.0280 1.3435  -0.723
80 H -10.5019 3.3473 2.7881  -0.296
81 H -11.4886 4.7065 2.7725  0.389
82 H -10.6163 4.3242 4.2428  -0.563
83 H -9.5398 6.2379 2.8994  0.328
84 H -8.3550 5.0963 4.6924  0.291
85 H -7.2965 5.5382 3.3924  0.476
86 H -6.5552 2.2781 4.6858  -0.229
87 H -6.8553 3.7868 5.5565  0.273
88 H -5.5104 3.6746 4.3608  0.281
89 H -9.7710 5.1373 0.8256  0.203
90 H -8.4190 4.1647 1.1621  0.328
91 C -7.7941 -5.3363 4.3321  -1.268
92 C -7.0830 -4.6651 5.5610  0.303
93 C -7.4164 -3.1082 5.7291  -0.449
94 O -6.9101 -2.1964 4.8162  -0.419
95 C -6.8636 -0.8904 5.2782  -0.478
96 N -7.5229 -5.5164 6.7224  -0.761
97 H -8.0297 -6.3847 4.5151  0.434
98 H -7.1300 -5.2499 3.4721  0.294
99 H -8.7993 -4.9180 4.2805  0.260
100 H -6.0108 -4.7421 5.3804  0.315
101 H -7.0305 -2.9161 6.7302  0.314
102 H -8.4961 -2.9589 5.7160  0.198
103 H -6.1253 -0.8243 6.0774  0.534
104 H -7.8236 -0.6265 5.7218  0.133
105 H -6.6012 -0.1672 4.5060  0.132
106 H -7.2951 -5.1532 7.6370  0.240
107 H -6.8274 -6.2488 6.7205  0.262
108 C -9.2375 -6.4328 -1.8768  -1.739
109 C -10.1944 -5.3667 -1.5208  0.690
110 C -11.5302 -6.0207 -1.0703  -0.958
111 O -12.4302 -4.9337 -0.8298  -0.273
112 C -13.2998 -5.0926 0.2878  -0.808
113 N -9.7082 -4.5651 -0.4182  -0.127
114 H -8.1976 -6.2060 -2.1123  0.357
115 H -9.5668 -6.9654 -2.7690  0.410
116 H -9.0794 -7.1138 -1.0405  0.350
117 H -10.3034 -4.7463 -2.4104  0.241
118 H -11.3142 -6.5879 -0.1649  0.474
119 H -11.9494 -6.7328 -1.7811  0.398
120 H -13.7441 -6.0852 0.2126  0.430
121 H -14.1244 -4.3837 0.2135  0.203
122 H -12.8412 -4.9386 1.2645  0.275
123 H -9.6227 -5.1850 0.3746  0.268
124 H -10.4647 -3.9251 -0.2229  -0.212
125 C -9.6784 -1.5638 1.6191  -0.903
126 C -10.4604 -0.3199 2.1226  1.149
127 C -9.8123 0.3672 3.3387  -0.775
128 O -10.7230 0.8916 4.3346  1.098
129 C -10.1369 1.3179 5.5501  0.038
130 N -10.6099 0.6449 1.0679  -0.345
131 H -10.1863 -1.9976 0.7577  -0.437
132 H -9.7651 -2.4039 2.3082  0.574
133 H -8.6620 -1.4026 1.2598  0.171
134 H -11.4672 -0.6195 2.4136  0.254
135 H -9.1104 1.1718 3.1194  0.381
136 H -9.1224 -0.3714 3.7469  -0.364
137 H -10.9228 1.3920 6.3018  -0.020
138 H -9.5070 2.2064 5.5062  -0.312
139 H -9.4855 0.5090 5.8810  -0.228
140 H -11.3211 1.3163 1.3200  -0.406
141 H -11.0824 0.1339 0.3360  0.318
142 C -16.5427 -3.1509 6.4687  -1.305
143 C -15.6524 -2.4863 7.6350  0.086
144 C -14.6119 -1.4022 7.2442  -0.489
145 O -13.7400 -1.8111 6.1493  -0.449
146 C -12.6791 -0.9918 5.8989  -0.058
147 N -16.5824 -2.0853 8.5656  -0.673
148 H -15.9113 -3.6283 5.7193  0.332
149 H -17.2381 -2.5256 5.9088  0.324
150 H -17.1373 -3.9284 6.9484  0.367
151 H -15.0642 -3.3029 8.0538  0.380
152 H -14.0748 -1.3052 8.1877  0.175
153 H -15.0672 -0.4870 6.8657  0.326
154 H -12.0119 -1.1165 6.7517  0.224
155 H -13.0054 0.0478 5.9298  -0.018
156 H -12.1059 -1.2531 5.0093  0.088
157 H -16.2555 -1.7032 9.4415  0.272
158 H -16.8873 -1.3249 7.9750  0.348

=====

2.
Density functional theory data (ωB97M-V/def2-TZVPD) for C32H16AuN8 as an isolated structure at a distorted geometry.

Properties
Total charge = +1
HOMO level (spin up / spin down) = -0.3286 / -0.4421 hartree
LUMO (spin up / spin down) = -4.41 / -5.56 eV
HOMO-LUMO gap (spin up / spin down) = 0.167 / 0.238 hartree
Multiplicity = 3

Last column: Löwdin spin population.
Positions of all 57 atoms, in Å:
1 Au 0.0910 -0.0180 0.4860  0.005
2 C 0.7287 6.5139 0.5294  0.016
3 C -0.6604 6.4974 0.5118  0.012
4 C -1.3682 5.3008 0.5312  0.020
5 C -0.6327 4.1288 0.5689  0.005
6 C -1.0407 2.7425 0.5337  0.103
7 N 0.0814 1.9481 0.4691  0.055
8 C 1.2003 2.7536 0.4883  0.092
9 N 2.4199 2.3695 0.2925  0.048
10 C 2.7869 1.1117 0.1031  0.189
11 C 4.0288 0.7225 -0.4895  0.032
12 C 5.0529 1.4553 -1.0796  0.040
13 C 6.0630 0.7532 -1.7158  0.034
14 C 6.0608 -0.6411 -1.7679  0.032
15 C 5.0474 -1.3835 -1.1848  0.042
16 C 4.0262 -0.6919 -0.5427  0.031
17 C 2.7849 -1.1199 0.0220  0.196
18 N 2.4153 -2.3868 0.1154  0.041
19 C 1.1996 -2.7822 0.3115  0.099
20 N 0.0811 -1.9792 0.3991  0.056
21 C -1.0396 -2.7747 0.4103  0.098
22 N -2.2777 -2.3918 0.4235  0.036
23 C -2.6595 -1.1285 0.4380  0.184
24 N -1.8628 -0.0182 0.5421  -0.004
25 C -2.6593 1.0974 0.4586  0.189
26 N -2.2777 2.3588 0.5012  0.031
27 C -4.0218 0.6926 0.3170  0.030
28 C -5.2035 1.4132 0.2025  0.040
29 C -6.3787 0.6901 0.0837  0.031
30 C -6.3810 -0.7062 0.0795  0.033
31 C -5.2077 -1.4339 0.1913  0.038
32 C -4.0229 -0.7194 0.3076  0.031
33 C -0.6332 -4.1585 0.2990  0.007
34 C -1.3696 -5.3180 0.1291  0.019
35 C -0.6623 -6.5015 -0.0563  0.014
36 C 0.7271 -6.5185 -0.0683  0.014
37 C 1.4687 -5.3523 0.0922  0.019
38 C 0.7736 -4.1680 0.2657  0.007
39 N 2.0480 -0.0143 0.3765  -0.002
40 C 0.7745 4.1396 0.5701  0.008
41 C 1.4691 5.3364 0.5587  0.017
42 H 1.2481 7.4608 0.5007  0.000
43 H -1.1946 7.4345 0.4770  0.000
44 H -2.4458 5.2751 0.4939  0.001
45 H 5.0296 2.5325 -1.0825  0.002
46 H 6.8543 1.2935 -2.2139  0.001
47 H 6.8507 -1.1455 -2.3051  0.001
48 H 5.0196 -2.4574 -1.2678  0.002
49 H -5.1861 2.4911 0.2135  0.002
50 H -7.3178 1.2154 -0.0014  0.001
51 H -7.3225 -1.2269 -0.0107  0.001
52 H -5.1965 -2.5116 0.1991  0.001
53 H -2.4480 -5.2898 0.1090  0.001
54 H -1.1981 -7.4260 -0.2092  0.000
55 H 1.2457 -7.4525 -0.2324  0.000
56 H 2.5456 -5.3661 0.0610  0.001
57 H 2.5458 5.3554 0.5629  0.001

=====

Energy, respectively: -90090.33765 -49052.21488 eV.